88
Properties=species:S:1:pos:R:3:forces:R:3:mulliken_charge:R:1 method="wB97M-V/def2-TZVPD" s_squared=3.77 spin_multiplicity=4 de_lowest_kcal_mol=66.0 total_charge=-1 max_force_ev_per_a=3.32 gap_ev="5.08 / 6.54"
Ti -0.35807 0.71162 0.30127 0.07 0.55 0.85 -0.099
N -2.57679 0.48390 -2.07113 -0.27 -0.17 0.10 0.005
C -1.53915 1.35796 -2.28684 1.17 0.61 -0.30 0.314
N -1.51230 2.28199 -3.23837 -1.02 -0.65 0.01 -0.623
N -0.33125 2.86522 -3.11030 0.53 0.51 -0.28 -0.824
N 0.33736 2.34494 -2.14998 0.47 0.15 -0.14 -0.182
N -0.38581 1.36420 -1.57946 -1.30 0.60 -2.12 0.811
C -2.38530 -0.63714 -1.31917 0.44 -0.56 0.39 0.456
N -3.18529 -1.70446 -1.27440 -0.53 0.61 -0.61 -0.750
N -2.59570 -2.54675 -0.45669 0.08 -0.64 0.18 -0.667
N -1.50909 -2.02774 -0.00386 -0.05 -0.14 0.33 0.219
N -1.31505 -0.81054 -0.52347 -1.75 -1.25 -1.58 0.282
H -3.34875 0.50212 -2.71849 0.07 0.00 0.09 0.291
O 1.19418 -4.03428 4.75812 -0.12 -0.15 -0.56 -0.674
S -0.02778 -4.04190 3.98362 0.13 -0.07 1.03 1.133
O -1.20666 -3.61888 4.68682 0.00 -0.14 -0.45 -0.664
N 0.20876 -3.17468 2.59109 -0.33 -0.52 0.02 -0.165
C 0.08465 -3.96258 1.55826 0.39 1.53 -0.59 0.728
S 0.23567 -3.39618 -0.04959 0.26 -0.36 0.04 -0.234
C -0.20633 -5.35587 1.81004 -0.42 -1.69 0.56 0.289
C -0.44729 -6.37239 0.88605 0.13 0.55 0.29 -0.781
C -0.80489 -7.61682 1.36435 -0.04 -0.28 0.23 -0.571
C -0.92167 -7.85963 2.73224 0.08 0.18 -0.15 -0.461
C -0.66485 -6.85189 3.65622 -0.05 -0.30 0.30 -0.576
C -0.30515 -5.62117 3.17802 0.16 0.92 -0.84 0.018
H -0.37447 -6.16398 -0.17026 -0.03 0.01 -0.08 0.452
H -1.00537 -8.41721 0.66721 -0.04 -0.06 -0.05 0.382
H -1.22700 -8.83652 3.07227 0.00 -0.11 0.08 0.391
H -0.74963 -7.02509 4.71844 -0.06 -0.06 0.08 0.442
F -0.56484 1.08046 2.40322 -0.56 0.10 0.06 -0.334
P -2.17909 1.56219 2.33286 -0.70 0.45 0.25 1.314
F -1.89793 2.04101 0.71268 -0.43 0.19 0.83 -0.335
F -1.68628 3.02760 2.77765 -0.16 -0.24 -0.01 -0.391
F -3.68241 2.04988 2.17425 0.20 -0.17 0.05 -0.358
F -2.50516 0.09472 1.73239 -0.10 0.48 0.46 -0.360
F -2.38079 1.08820 3.82441 0.00 0.00 -0.04 -0.345
C 3.56609 -2.05684 2.62351 -0.13 0.12 -0.04 -1.071
C 2.38886 -1.12356 2.91134 0.32 -0.28 0.72 -0.169
C 1.69321 -0.73102 1.72185 -0.21 0.35 -1.49 0.235
N 1.14821 -0.37997 0.75194 2.15 -1.46 2.06 -0.014
H 4.03541 -2.32857 3.56368 0.11 -0.07 0.08 0.378
H 4.29750 -1.57434 1.97847 0.04 -0.07 -0.02 0.170
H 3.20384 -2.95782 2.14261 -0.01 -0.19 -0.09 0.317
H 2.73709 -0.22181 3.42834 -0.13 -0.05 0.00 0.401
H 1.66253 -1.65081 3.53996 0.20 0.28 0.04 0.089
C 6.62102 4.71465 1.95536 -0.22 -0.11 -0.21 -2.039
C 5.18194 4.47879 1.46129 0.05 0.14 -0.07 2.313
C 4.49580 3.59124 2.50239 0.03 0.05 -0.16 -1.550
C 4.49287 5.84827 1.41464 0.06 -0.14 -0.06 -1.908
C 5.19194 3.87072 0.01577 -0.15 -0.36 0.16 2.198
O 5.97050 4.72793 -0.82393 0.05 0.18 -0.18 -0.711
C 5.85539 2.47767 -0.09605 -0.16 0.30 0.06 -1.848
C 5.09399 1.19378 0.29783 0.24 0.12 0.08 0.477
C 6.11873 0.23719 0.84322 -0.18 -0.14 0.00 -0.795
C 6.94458 -0.47768 -0.01593 0.02 -0.04 0.15 -0.015
C 8.00615 -1.22111 0.47396 0.04 -0.01 0.10 -0.967
C 8.22797 -1.26943 1.84096 -0.14 0.10 -0.08 0.363
Cl 9.56846 -2.16942 2.46479 0.19 -0.15 0.06 -0.233
C 7.38935 -0.60658 2.71853 0.00 0.04 -0.06 -1.124
C 6.34297 0.14299 2.21205 0.03 -0.03 -0.09 0.459
C 3.82498 3.93016 -0.72494 0.81 0.41 -0.29 -3.107
N 2.63626 3.50314 -0.05690 -0.53 -1.17 0.02 1.382
C 2.04654 2.29825 -0.09465 -0.08 0.54 0.41 -0.614
N 0.90280 2.34495 0.57865 1.56 0.81 -0.13 0.947
C 0.82540 3.63151 0.98927 0.29 0.04 -0.16 -0.893
N 1.85207 4.35066 0.61904 -0.21 0.85 0.24 -0.919
H 6.57877 5.08749 2.97605 0.02 0.06 0.10 0.486
H 7.12701 5.46391 1.35067 0.11 0.11 -0.02 0.504
H 7.21315 3.80119 1.96471 0.09 -0.06 0.05 0.334
H 4.33060 4.17326 3.40594 0.01 0.06 0.14 0.614
H 5.12852 2.74872 2.76285 0.08 -0.18 0.06 0.210
H 3.53096 3.22082 2.17871 -0.18 -0.07 -0.01 0.055
H 4.64033 6.36104 2.36217 0.02 0.07 0.15 0.514
H 3.42678 5.74653 1.23973 -0.02 0.11 0.04 0.342
H 4.93215 6.45339 0.62511 0.02 0.12 -0.05 0.365
H 6.89741 4.62728 -0.58490 -0.01 -0.03 -0.01 0.535
H 6.77493 2.51648 0.49395 0.00 -0.02 -0.10 0.558
H 6.15791 2.37536 -1.14294 0.04 0.05 0.07 0.389
H 4.60982 0.76942 -0.58275 -0.08 -0.03 0.06 0.559
H 4.33165 1.39141 1.04627 -0.07 -0.05 0.03 -0.139
H 6.75275 -0.45570 -1.07898 0.04 0.05 -0.13 0.460
H 8.67122 -1.74830 -0.19157 0.02 -0.10 -0.08 0.431
H 7.55185 -0.65634 3.78264 0.07 -0.09 0.12 0.417
H 5.68521 0.64998 2.90197 -0.08 0.10 0.05 0.408
H 3.92748 3.33969 -1.63779 -0.07 0.10 -0.01 0.536
H 3.68656 4.97535 -1.00668 -0.11 -0.17 -0.07 0.500
H 2.42486 1.43764 -0.61449 0.03 0.05 -0.03 0.455
H 0.01321 4.04176 1.55330 -0.21 -0.02 0.11 0.586

---

9
Properties=species:S:1:pos:R:3:forces:R:3:mulliken_charge:R:1 method="wB97M-V/def2-TZVPD" spin_multiplicity=1 de_lowest_kcal_mol=58.3 max_force_ev_per_a=3.91 gap_ev=9.79
C 0.42227 1.09342 1.14133 -1.62 -3.14 -1.69 -0.495
C 0.21451 0.07824 0.51885 -0.10 2.39 0.88 -0.415
P 2.91544 -0.29321 -0.28129 -1.05 0.32 0.31 0.456
S 3.40032 1.38302 0.88486 2.01 -0.04 -0.41 -0.167
Cl 4.13098 -1.70736 0.46781 0.79 -0.55 0.23 -0.206
Cl 3.75122 0.12050 -2.06948 0.61 0.18 -0.58 -0.211
H 0.64968 1.63723 1.94838 0.19 2.20 2.38 0.466
H 2.15350 1.55648 1.22889 -0.38 0.08 -0.02 0.058
H -0.04884 -0.58108 -0.21835 -0.46 -1.43 -1.09 0.515

---

29
Properties=species:S:1:pos:R:3:forces:R:3:mulliken_charge:R:1 method="wB97M-V/def2-TZVPD" spin_multiplicity=1 de_lowest_kcal_mol=65.2 max_force_ev_per_a=4.65 gap_ev=9.62
C -2.12413 1.87579 0.82802 -0.59 -2.10 -0.55 -1.423
C -0.96579 1.16183 0.54973 -0.27 -0.14 -0.13 0.562
C -1.40361 -0.08104 0.00550 1.15 0.49 1.05 0.217
C 0.72090 -0.06298 1.82342 -1.17 0.88 2.31 -0.799
C 0.21766 -1.37254 1.17142 3.20 -0.65 -0.07 -1.053
C 0.55219 1.02012 0.75820 -1.87 -1.06 -1.12 -0.449
C -0.22106 -0.99957 -0.23050 0.61 2.73 0.03 1.240
C 1.05066 0.26111 -0.55382 -4.37 -0.60 1.45 1.576
C -0.60432 -2.03379 -1.19703 -0.04 -1.36 -1.12 -1.909
C 0.75092 1.07473 -1.77482 -1.76 3.29 0.38 -1.592
C 2.46550 -0.12304 -0.52434 2.55 0.93 1.15 -1.828
N -2.70167 -0.26616 0.03983 0.21 1.76 -0.71 -0.824
N -3.15082 0.97773 0.43813 2.81 -0.53 0.74 0.104
H -2.40596 2.77934 1.37064 0.35 -0.23 -0.50 0.431
H 0.15552 0.20499 2.81738 0.78 -0.48 -1.92 0.345
H 1.75639 -0.05751 2.13055 0.40 -0.52 -0.04 0.450
H 1.00893 -2.18851 1.29288 -0.36 1.11 -0.96 0.279
H -0.51954 -1.86160 1.69048 -2.41 -0.60 1.37 0.539
H 0.98163 1.95815 0.94373 1.20 1.16 0.35 0.705
H 0.31266 -2.57161 -1.45407 -0.29 -0.40 -0.40 0.422
H -1.12911 -1.65317 -2.12083 0.79 -0.17 0.95 0.324
H -1.32543 -2.73974 -0.72333 0.51 0.34 -0.26 0.365
H 1.10020 2.14455 -1.37093 -0.50 -1.80 -1.73 0.317
H -0.37129 1.22751 -2.03531 1.78 -0.42 0.75 0.279
H 1.21755 0.80530 -2.71576 0.47 -0.13 0.17 0.476
H 3.12426 0.15628 0.35923 -1.41 -0.25 -0.32 0.310
H 3.02623 0.42915 -1.28125 -0.17 -0.50 -0.52 0.460
H 2.58713 -1.16571 -0.60561 0.38 -1.38 -0.52 0.370
H -4.10560 1.10040 0.36845 -1.99 0.63 0.15 0.107

---

Record-wise electronic energy values, in Ha: -5125.3581, -1737.8744, -538.1654